The following is a DFT calculation (the ωB97M-V functional and the def2-TZVPD basis) of 3 unconnected molecules or ions with the total composition C19H29Cl2N3O5S2.

```
60
Properties=species:S:1:pos:R:3:mulliken_charge:R:1
C 2.56 3.04 1.16 -1.05
C 1.57 3.04 0.28 -0.34
C 1.54 2.21 -0.98 1.53
N 1.84 3.13 -2.11 -0.62
C 2.60 1.18 -0.99 -0.26
N 3.38 0.35 -0.82 -0.56
C 0.13 1.55 -1.32 2.05
C 0.25 1.00 -2.67 -0.82
N 0.26 0.60 -3.74 -0.62
C -0.91 2.71 -1.33 -1.79
O -1.51 2.81 -0.06 -0.10
C -2.78 3.45 -0.09 -0.82
C -0.32 0.46 -0.33 -0.30
Cl 0.60 0.21 1.11 -0.08
C -1.42 -0.28 -0.52 0.77
C -2.35 -0.19 -1.69 -1.13
Cl -1.88 -1.47 0.65 -0.21
H 2.70 3.91 1.80 0.28
H 3.22 2.20 1.31 0.27
H 0.73 3.71 0.44 0.36
H 2.69 2.87 -2.59 0.26
H 1.90 4.08 -1.78 0.30
H -0.40 3.65 -1.55 0.60
H -1.64 2.57 -2.13 0.73
H -2.76 4.33 -0.74 0.34
H -3.01 3.75 0.93 0.23
H -3.56 2.75 -0.41 0.27
H -3.18 -0.89 -1.57 0.48
H -1.83 -0.48 -2.60 0.11
H -2.77 0.80 -1.82 0.13
O -1.19 2.31 5.18 -0.66
S -0.01 1.55 5.48 1.18
O 1.28 2.19 5.55 -0.69
C -0.29 0.61 6.98 -0.73
C -0.89 -0.70 6.49 -0.59
C -0.07 -1.11 5.26 -0.77
C 0.07 0.13 4.37 -0.26
H -0.95 1.18 7.63 0.40
H 0.67 0.46 7.45 0.34
H -0.87 -1.46 7.27 0.36
H -1.94 -0.55 6.20 0.30
H 0.91 -1.45 5.58 0.33
H -0.54 -1.93 4.71 0.31
H 1.02 0.16 3.85 0.24
H -0.75 0.22 3.67 0.26
O -1.03 -3.53 -2.25 -0.68
S -0.61 -3.16 -3.58 1.34
O -1.30 -2.12 -4.30 -0.70
C 1.15 -2.83 -3.55 -0.58
C 1.78 -4.19 -3.83 -0.70
C 0.95 -4.82 -4.96 -0.59
C -0.53 -4.64 -4.60 -0.81
H 1.41 -2.40 -2.59 0.30
H 1.35 -2.11 -4.35 0.40
H 2.83 -4.08 -4.11 0.36
H 1.73 -4.81 -2.94 0.32
H 1.17 -4.30 -5.90 0.30
H 1.20 -5.87 -5.10 0.33
H -1.16 -4.50 -5.47 0.34
H -0.90 -5.47 -4.00 0.35
```

Kohn-Sham gap = 9.7 eV
HOMO = -9.03 eV
Energy above the lowest of the compared OMol25 structures with the same formula, charge and spin = 0.0 kcal per mole
Total energy = -2998.4869 Ha
Total charge = 0
Largest force on an atom = 0.931 eV Å⁻¹

***

The following is a DFT calculation (the ωB97M-V functional and the def2-TZVPD basis) of 3 unconnected molecules or ions with the total composition C19H29ClN3O4P.

```
57
Properties=species:S:1:pos:R:3:mulliken_charge:R:1
C 6.83 -0.24 4.06 0.10
C 5.70 0.07 3.80 -0.71
C 4.35 0.48 3.42 -0.26
C 3.90 -0.12 2.11 -0.14
C 4.72 -0.86 1.30 -0.61
C 4.27 -1.44 0.08 -0.14
P 5.50 -2.42 -0.89 0.15
O 4.61 -3.74 -1.26 -0.46
O 6.42 -2.96 0.37 -0.50
C 2.98 -1.19 -0.29 0.49
Cl 2.29 -1.76 -1.77 -0.11
C 2.10 -0.42 0.51 -0.30
N 0.81 -0.21 0.10 -0.43
C 0.05 0.48 0.88 -0.21
C 0.51 1.00 2.12 0.18
N -0.36 1.74 2.89 -0.41
N 1.74 0.83 2.53 -0.53
C 2.56 0.10 1.72 0.48
H 7.80 -0.63 4.26 0.44
H 4.32 1.56 3.38 0.32
H 3.66 0.15 4.20 0.35
H 5.75 -1.02 1.58 0.75
H 3.87 -3.85 -0.65 0.37
H 5.87 -3.36 1.05 0.34
H -0.97 0.67 0.57 0.25
H -1.34 1.60 2.66 0.47
H -0.18 1.68 3.88 0.25
C -1.25 -1.81 -6.15 -1.02
C -2.46 -1.33 -5.36 -0.31
O -2.57 -1.90 -4.07 -0.46
C -1.49 -1.65 -3.19 -0.37
C -1.25 -0.18 -2.89 -0.55
H -1.25 -2.90 -6.23 0.28
H -1.27 -1.39 -7.15 0.39
H -0.31 -1.51 -5.68 0.26
H -3.37 -1.63 -5.88 0.35
H -2.46 -0.24 -5.31 0.29
H -0.57 -2.12 -3.56 0.29
H -1.75 -2.17 -2.26 0.29
H -0.96 0.37 -3.78 0.29
H -0.45 -0.08 -2.15 0.12
H -2.16 0.27 -2.49 0.17
C -5.09 2.69 3.05 -1.20
C -3.67 2.83 2.51 -0.31
O -3.10 1.61 2.06 -0.60
C -3.79 0.97 0.99 -0.51
C -3.89 1.80 -0.28 -1.13
H -5.12 1.95 3.85 0.32
H -5.43 3.65 3.44 0.41
H -5.79 2.38 2.28 0.29
H -3.01 3.17 3.31 0.35
H -3.64 3.59 1.73 0.33
H -4.78 0.63 1.32 0.42
H -3.20 0.07 0.79 0.42
H -4.49 2.70 -0.14 0.37
H -4.35 1.21 -1.07 0.40
H -2.89 2.10 -0.60 0.29
```

Kohn-Sham gap = 8.3 eV
HOMO = -8.54 eV
Energy above the lowest of the compared OMol25 structures with the same formula, charge and spin = 0.0 kcal per mole
Total energy = -2008.1383 Ha
Total charge = 0
Largest force on an atom = 0.699 eV Å⁻¹

***

The following is a DFT calculation (the ωB97M-V functional and the def2-TZVPD basis) of 2 unconnected molecules or ions with the total composition C19H29F8N6O3 at a distorted geometry.

```
65
Properties=species:S:1:pos:R:3:mulliken_charge:R:1
C 4.23 0.82 2.32 -0.89
C 3.63 -0.04 1.23 0.29
N 2.15 -0.32 1.08 0.06
N 1.16 0.48 1.63 -0.01
C -0.23 -0.05 1.34 0.27
N -1.35 0.61 1.78 0.28
C -2.78 0.16 1.52 -0.53
C -3.48 -0.54 2.88 0.14
O -4.21 -1.66 2.83 -0.50
C -1.20 1.93 2.56 -1.14
C -0.81 3.07 1.40 0.09
C -2.16 3.92 0.91 -0.36
N -2.22 3.87 -0.60 -0.63
N -0.16 -1.32 0.52 -0.39
C 1.37 -1.41 0.38 0.08
C 2.26 -2.55 -0.45 -0.39
C 2.06 -2.15 -2.06 -0.39
O 3.28 -1.63 -2.69 -0.38
C 3.63 -0.29 -2.21 -0.07
C 3.88 0.80 -3.45 0.56
F 5.25 0.47 -3.99 -0.31
F 2.90 0.64 -4.55 -0.28
C 3.99 2.33 -2.85 0.56
F 5.05 3.17 -3.52 -0.29
F 4.44 2.18 -1.42 -0.23
C 2.59 3.18 -2.87 0.58
F 1.49 2.52 -2.07 -0.25
F 2.09 3.46 -4.27 -0.26
C 2.78 4.69 -2.18 0.06
F 2.98 4.64 -0.72 -0.23
F 1.49 5.42 -2.43 -0.27
H 5.04 1.62 2.06 0.25
H 3.89 0.76 3.46 0.33
H 4.39 -0.56 0.49 0.20
H 1.49 1.32 2.14 0.32
H -3.43 1.15 1.34 0.23
H -2.92 -0.49 0.56 0.31
H -3.32 0.05 3.89 0.28
H -0.31 1.85 3.34 0.37
H -2.19 2.28 3.07 0.45
H 0.06 3.79 1.79 0.33
H -0.38 2.58 0.41 -0.07
H -3.12 3.44 1.39 0.21
H -2.00 5.05 1.23 0.30
H -2.73 4.72 -0.98 0.28
H -1.28 3.93 -1.05 0.20
H 3.38 -2.55 -0.12 0.25
H 1.84 -3.64 -0.35 0.39
H 1.68 -3.10 -2.66 0.32
H 1.19 -1.35 -2.18 0.30
H 4.69 -0.38 -1.68 0.20
H 2.82 0.17 -1.49 0.01
H 3.62 5.31 -2.72 0.29
C -5.00 -6.70 0.81 -1.28
C -4.78 -5.52 1.71 0.85
O -4.82 -5.62 2.94 -0.65
N -4.54 -4.31 1.14 -0.01
C -4.47 -3.99 -0.27 -0.81
H -5.18 -7.60 1.41 0.28
H -5.87 -6.54 0.18 0.35
H -4.11 -6.87 0.20 0.34
H -4.41 -3.56 1.81 0.15
H -3.48 -3.57 -0.47 0.20
H -5.23 -3.24 -0.49 0.27
H -4.63 -4.86 -0.90 0.37
```

Kohn-Sham gap = 6.1 eV
HOMO = -10.79 eV
Total energy = -2093.7791 Ha
Total charge = +1
Largest force on an atom = 8.797 eV Å⁻¹

***

The following is a DFT calculation (the ωB97M-V functional and the def2-TZVPD basis) of a molecular structure, C19H29FeI2N6OS at a distorted geometry.

```
59
Properties=species:S:1:pos:R:3:mulliken_charge:R:1
Fe -0.06 -0.40 0.51 1.41
C 3.26 0.26 1.44 -0.83
C 3.01 -1.10 0.83 -0.90
N 1.67 -1.61 1.17 -0.62
C 1.56 -2.01 2.60 -0.85
C 1.00 -0.93 3.53 -0.91
S -0.13 0.28 2.76 0.00
C 0.84 1.80 3.00 -0.54
C 1.88 2.25 1.94 -1.25
N 2.24 1.21 0.97 -0.04
H 3.22 0.19 2.53 0.31
H 4.27 0.59 1.20 0.48
H 3.08 -1.04 -0.26 0.30
H 3.78 -1.80 1.17 0.52
H 1.55 -2.46 0.64 0.35
H 0.92 -2.88 2.66 0.34
H 2.53 -2.33 2.98 0.52
H 0.45 -1.40 4.35 0.57
H 1.79 -0.34 3.98 0.52
H 0.11 2.60 3.14 0.44
H 1.31 1.67 3.97 0.58
H 1.49 3.10 1.38 0.53
H 2.75 2.64 2.47 0.44
H 2.60 1.66 0.14 0.30
I -5.42 2.61 -4.17 0.18
C -4.24 1.52 -2.90 -0.43
C -4.21 0.12 -3.00 -0.21
C -3.42 -0.61 -2.15 -0.49
I -3.34 -2.67 -2.27 0.06
C -2.65 0.04 -1.13 -0.20
O -1.98 -0.63 -0.28 -0.28
C -2.67 1.47 -1.08 0.72
C -1.78 2.10 -0.05 -1.12
N -0.38 1.58 -0.15 0.35
C 0.20 1.75 -1.50 -1.34
C 0.63 0.44 -2.12 0.67
C 1.11 0.39 -3.41 -1.01
C 1.42 -0.83 -3.98 -0.54
C 1.22 -1.98 -3.23 -1.03
C 0.75 -1.86 -1.95 -0.61
N 0.47 -0.67 -1.39 1.60
C -3.45 2.19 -1.94 -0.57
H -4.82 -0.37 -3.75 0.41
H -2.13 1.88 0.96 0.47
H -1.78 3.19 -0.18 0.47
H 0.17 2.14 0.49 -0.29
H 1.04 2.45 -1.47 0.48
H -0.54 2.20 -2.17 0.67
H 1.23 1.31 -3.98 0.57
H 1.80 -0.89 -4.99 0.47
H 1.42 -2.96 -3.64 0.51
H 0.55 -2.73 -1.34 0.43
H -3.46 3.27 -1.89 0.47
N -2.14 -1.97 2.16 -0.62
N -1.11 -2.39 1.24 -0.45
H -2.68 -2.77 2.46 0.32
H -2.76 -1.36 1.64 0.20
H -1.52 -2.75 0.38 0.15
H -0.65 -3.17 1.70 0.36
```

Kohn-Sham gap (alpha / beta) = 4.6 / 5.7 eV
Multiplicity = 2
HOMO (alpha / beta) = -12.52 / -12.56 eV
Energy above the lowest of the compared OMol25 structures with the same formula, charge and spin = 59.2 kcal per mole
Total energy = -3401.9011 Ha
⟨S²⟩ = 0.952
Total charge = +2
Largest force on an atom = 3.514 eV Å⁻¹

***

What did the second record say?
The following is a DFT calculation (the ωB97M-V functional and the def2-TZVPD basis) of 3 unconnected molecules or ions with the total composition C19H29ClN3O4P.

```
57
Properties=species:S:1:pos:R:3:mulliken_charge:R:1
C 6.83 -0.24 4.06 0.10
C 5.70 0.07 3.80 -0.71
C 4.35 0.48 3.42 -0.26
C 3.90 -0.12 2.11 -0.14
C 4.72 -0.86 1.30 -0.61
C 4.27 -1.44 0.08 -0.14
P 5.50 -2.42 -0.89 0.15
O 4.61 -3.74 -1.26 -0.46
O 6.42 -2.96 0.37 -0.50
C 2.98 -1.19 -0.29 0.49
Cl 2.29 -1.76 -1.77 -0.11
C 2.10 -0.42 0.51 -0.30
N 0.81 -0.21 0.10 -0.43
C 0.05 0.48 0.88 -0.21
C 0.51 1.00 2.12 0.18
N -0.36 1.74 2.89 -0.41
N 1.74 0.83 2.53 -0.53
C 2.56 0.10 1.72 0.48
H 7.80 -0.63 4.26 0.44
H 4.32 1.56 3.38 0.32
H 3.66 0.15 4.20 0.35
H 5.75 -1.02 1.58 0.75
H 3.87 -3.85 -0.65 0.37
H 5.87 -3.36 1.05 0.34
H -0.97 0.67 0.57 0.25
H -1.34 1.60 2.66 0.47
H -0.18 1.68 3.88 0.25
C -1.25 -1.81 -6.15 -1.02
C -2.46 -1.33 -5.36 -0.31
O -2.57 -1.90 -4.07 -0.46
C -1.49 -1.65 -3.19 -0.37
C -1.25 -0.18 -2.89 -0.55
H -1.25 -2.90 -6.23 0.28
H -1.27 -1.39 -7.15 0.39
H -0.31 -1.51 -5.68 0.26
H -3.37 -1.63 -5.88 0.35
H -2.46 -0.24 -5.31 0.29
H -0.57 -2.12 -3.56 0.29
H -1.75 -2.17 -2.26 0.29
H -0.96 0.37 -3.78 0.29
H -0.45 -0.08 -2.15 0.12
H -2.16 0.27 -2.49 0.17
C -5.09 2.69 3.05 -1.20
C -3.67 2.83 2.51 -0.31
O -3.10 1.61 2.06 -0.60
C -3.79 0.97 0.99 -0.51
C -3.89 1.80 -0.28 -1.13
H -5.12 1.95 3.85 0.32
H -5.43 3.65 3.44 0.41
H -5.79 2.38 2.28 0.29
H -3.01 3.17 3.31 0.35
H -3.64 3.59 1.73 0.33
H -4.78 0.63 1.32 0.42
H -3.20 0.07 0.79 0.42
H -4.49 2.70 -0.14 0.37
H -4.35 1.21 -1.07 0.40
H -2.89 2.10 -0.60 0.29
```

Kohn-Sham gap = 8.3 eV
HOMO = -8.54 eV
Energy above the lowest of the compared OMol25 structures with the same formula, charge and spin = 0.0 kcal per mole
Total energy = -2008.1383 Ha
Total charge = 0
Largest force on an atom = 0.699 eV Å⁻¹

***

Please write out number 3 again, unchanged.
The following is a DFT calculation (the ωB97M-V functional and the def2-TZVPD basis) of 2 unconnected molecules or ions with the total composition C19H29F8N6O3 at a distorted geometry.

```
65
Properties=species:S:1:pos:R:3:mulliken_charge:R:1
C 4.23 0.82 2.32 -0.89
C 3.63 -0.04 1.23 0.29
N 2.15 -0.32 1.08 0.06
N 1.16 0.48 1.63 -0.01
C -0.23 -0.05 1.34 0.27
N -1.35 0.61 1.78 0.28
C -2.78 0.16 1.52 -0.53
C -3.48 -0.54 2.88 0.14
O -4.21 -1.66 2.83 -0.50
C -1.20 1.93 2.56 -1.14
C -0.81 3.07 1.40 0.09
C -2.16 3.92 0.91 -0.36
N -2.22 3.87 -0.60 -0.63
N -0.16 -1.32 0.52 -0.39
C 1.37 -1.41 0.38 0.08
C 2.26 -2.55 -0.45 -0.39
C 2.06 -2.15 -2.06 -0.39
O 3.28 -1.63 -2.69 -0.38
C 3.63 -0.29 -2.21 -0.07
C 3.88 0.80 -3.45 0.56
F 5.25 0.47 -3.99 -0.31
F 2.90 0.64 -4.55 -0.28
C 3.99 2.33 -2.85 0.56
F 5.05 3.17 -3.52 -0.29
F 4.44 2.18 -1.42 -0.23
C 2.59 3.18 -2.87 0.58
F 1.49 2.52 -2.07 -0.25
F 2.09 3.46 -4.27 -0.26
C 2.78 4.69 -2.18 0.06
F 2.98 4.64 -0.72 -0.23
F 1.49 5.42 -2.43 -0.27
H 5.04 1.62 2.06 0.25
H 3.89 0.76 3.46 0.33
H 4.39 -0.56 0.49 0.20
H 1.49 1.32 2.14 0.32
H -3.43 1.15 1.34 0.23
H -2.92 -0.49 0.56 0.31
H -3.32 0.05 3.89 0.28
H -0.31 1.85 3.34 0.37
H -2.19 2.28 3.07 0.45
H 0.06 3.79 1.79 0.33
H -0.38 2.58 0.41 -0.07
H -3.12 3.44 1.39 0.21
H -2.00 5.05 1.23 0.30
H -2.73 4.72 -0.98 0.28
H -1.28 3.93 -1.05 0.20
H 3.38 -2.55 -0.12 0.25
H 1.84 -3.64 -0.35 0.39
H 1.68 -3.10 -2.66 0.32
H 1.19 -1.35 -2.18 0.30
H 4.69 -0.38 -1.68 0.20
H 2.82 0.17 -1.49 0.01
H 3.62 5.31 -2.72 0.29
C -5.00 -6.70 0.81 -1.28
C -4.78 -5.52 1.71 0.85
O -4.82 -5.62 2.94 -0.65
N -4.54 -4.31 1.14 -0.01
C -4.47 -3.99 -0.27 -0.81
H -5.18 -7.60 1.41 0.28
H -5.87 -6.54 0.18 0.35
H -4.11 -6.87 0.20 0.34
H -4.41 -3.56 1.81 0.15
H -3.48 -3.57 -0.47 0.20
H -5.23 -3.24 -0.49 0.27
H -4.63 -4.86 -0.90 0.37
```

Kohn-Sham gap = 6.1 eV
HOMO = -10.79 eV
Total energy = -2093.7791 Ha
Total charge = +1
Largest force on an atom = 8.797 eV Å⁻¹

***

- largest force on an atom of number 2 (C19H29ClN3O4P)?
  0.699 eV Å⁻¹

***

Copy entry 1 word for word.
The following is a DFT calculation (the ωB97M-V functional and the def2-TZVPD basis) of 3 unconnected molecules or ions with the total composition C19H29Cl2N3O5S2.

```
60
Properties=species:S:1:pos:R:3:mulliken_charge:R:1
C 2.56 3.04 1.16 -1.05
C 1.57 3.04 0.28 -0.34
C 1.54 2.21 -0.98 1.53
N 1.84 3.13 -2.11 -0.62
C 2.60 1.18 -0.99 -0.26
N 3.38 0.35 -0.82 -0.56
C 0.13 1.55 -1.32 2.05
C 0.25 1.00 -2.67 -0.82
N 0.26 0.60 -3.74 -0.62
C -0.91 2.71 -1.33 -1.79
O -1.51 2.81 -0.06 -0.10
C -2.78 3.45 -0.09 -0.82
C -0.32 0.46 -0.33 -0.30
Cl 0.60 0.21 1.11 -0.08
C -1.42 -0.28 -0.52 0.77
C -2.35 -0.19 -1.69 -1.13
Cl -1.88 -1.47 0.65 -0.21
H 2.70 3.91 1.80 0.28
H 3.22 2.20 1.31 0.27
H 0.73 3.71 0.44 0.36
H 2.69 2.87 -2.59 0.26
H 1.90 4.08 -1.78 0.30
H -0.40 3.65 -1.55 0.60
H -1.64 2.57 -2.13 0.73
H -2.76 4.33 -0.74 0.34
H -3.01 3.75 0.93 0.23
H -3.56 2.75 -0.41 0.27
H -3.18 -0.89 -1.57 0.48
H -1.83 -0.48 -2.60 0.11
H -2.77 0.80 -1.82 0.13
O -1.19 2.31 5.18 -0.66
S -0.01 1.55 5.48 1.18
O 1.28 2.19 5.55 -0.69
C -0.29 0.61 6.98 -0.73
C -0.89 -0.70 6.49 -0.59
C -0.07 -1.11 5.26 -0.77
C 0.07 0.13 4.37 -0.26
H -0.95 1.18 7.63 0.40
H 0.67 0.46 7.45 0.34
H -0.87 -1.46 7.27 0.36
H -1.94 -0.55 6.20 0.30
H 0.91 -1.45 5.58 0.33
H -0.54 -1.93 4.71 0.31
H 1.02 0.16 3.85 0.24
H -0.75 0.22 3.67 0.26
O -1.03 -3.53 -2.25 -0.68
S -0.61 -3.16 -3.58 1.34
O -1.30 -2.12 -4.30 -0.70
C 1.15 -2.83 -3.55 -0.58
C 1.78 -4.19 -3.83 -0.70
C 0.95 -4.82 -4.96 -0.59
C -0.53 -4.64 -4.60 -0.81
H 1.41 -2.40 -2.59 0.30
H 1.35 -2.11 -4.35 0.40
H 2.83 -4.08 -4.11 0.36
H 1.73 -4.81 -2.94 0.32
H 1.17 -4.30 -5.90 0.30
H 1.20 -5.87 -5.10 0.33
H -1.16 -4.50 -5.47 0.34
H -0.90 -5.47 -4.00 0.35
```

Kohn-Sham gap = 9.7 eV
HOMO = -9.03 eV
Energy above the lowest of the compared OMol25 structures with the same formula, charge and spin = 0.0 kcal per mole
Total energy = -2998.4869 Ha
Total charge = 0
Largest force on an atom = 0.931 eV Å⁻¹